[1]
Entry from the OMol25 dataset: a molecular structure, C25H44F6N4O3P2SSbSr (wB97M-V/def2-TZVPD).

Structure (XYZ):
```
87
Properties=species:S:1:pos:R:3:forces:R:3
Sr -0.342 0.675 0.034 0.953 0.384 1.012
C 3.510 -0.349 -2.184 -0.096 -0.037 0.044
P 2.327 -1.642 -1.661 0.085 -0.080 -0.041
C 2.918 -2.273 -0.056 -0.009 0.037 -0.057
C 2.635 -2.991 -2.839 -0.251 -0.014 -0.129
C 3.878 -3.550 -3.115 -0.024 0.037 0.099
C 3.980 -4.539 -4.078 0.112 -0.040 0.004
C 2.855 -4.977 -4.764 -0.043 -0.070 -0.061
C 1.610 -4.440 -4.486 -0.107 0.041 -0.051
C 1.500 -3.445 -3.521 0.126 0.165 0.201
P -0.036 -2.679 -2.949 0.136 -0.161 0.010
C -1.190 -2.552 -4.346 0.158 -0.030 0.054
C -0.781 -3.853 -1.778 0.023 0.096 0.000
H 4.533 -0.706 -2.049 -0.016 -0.018 -0.003
H 3.387 0.556 -1.593 -0.005 -0.019 0.018
H 3.344 -0.134 -3.239 -0.011 0.011 -0.004
H 3.988 -2.484 -0.102 0.020 0.002 -0.009
H 2.387 -3.196 0.175 -0.021 -0.013 0.009
H 2.752 -1.547 0.739 -0.004 0.016 -0.026
H 4.765 -3.218 -2.592 0.035 0.028 0.017
H 4.944 -4.975 -4.301 0.020 0.011 -0.005
H 2.954 -5.746 -5.518 -0.015 -0.018 -0.009
H 0.737 -4.793 -5.020 -0.010 -0.020 -0.017
H -1.434 -3.549 -4.722 0.026 -0.024 0.030
H -0.746 -1.966 -5.148 0.021 0.024 0.016
H -2.105 -2.069 -4.015 -0.099 0.077 0.065
H -0.680 -4.868 -2.163 0.005 0.001 -0.059
H -1.833 -3.603 -1.653 -0.014 0.031 0.040
H -0.285 -3.794 -0.809 -0.005 0.020 -0.051
N -1.356 -0.710 2.006 -0.110 -0.220 -0.055
C -1.451 -0.039 3.311 -0.012 0.036 0.181
C -1.671 1.447 3.114 -0.142 0.020 0.126
N -0.571 2.016 2.319 0.109 0.139 0.053
H -2.267 -0.701 1.553 -0.092 -0.074 0.064
H -1.133 -1.692 2.137 0.025 0.011 -0.002
H -0.510 -0.204 3.843 -0.021 0.014 -0.009
H -2.255 -0.447 3.931 0.061 0.039 -0.019
H -1.769 1.928 4.092 -0.004 -0.046 -0.052
H -2.608 1.614 2.573 0.012 -0.013 0.018
H 0.302 1.897 2.831 0.019 -0.002 -0.057
H -0.682 3.023 2.257 -0.023 -0.005 0.008
C 0.954 3.956 -3.476 0.075 -0.077 -0.109
C 0.857 2.786 -2.478 0.092 -0.112 -0.053
N -0.027 3.148 -1.364 0.015 -0.159 0.156
C 0.636 4.167 -0.541 0.049 0.042 0.117
C 1.195 5.286 -1.437 0.103 0.041 0.113
N 0.482 5.180 -2.752 0.014 0.098 -0.090
C -0.998 5.087 -2.520 -0.139 0.079 0.011
C -1.272 3.703 -1.902 -0.152 -0.019 -0.063
H 0.305 3.825 -4.342 0.017 0.008 0.013
H 1.973 4.134 -3.817 -0.035 0.003 0.013
H 1.838 2.546 -2.064 0.002 0.004 -0.013
H 0.454 1.905 -2.980 0.013 0.039 -0.017
H 1.445 3.724 0.033 -0.021 0.040 -0.025
H -0.097 4.563 0.162 0.016 0.011 0.005
H 2.260 5.164 -1.636 -0.026 0.010 0.021
H 1.022 6.280 -1.030 -0.004 -0.012 -0.020
H 0.685 6.005 -3.315 -0.003 -0.017 0.012
H -1.501 5.228 -3.474 0.016 0.006 0.005
H -1.265 5.910 -1.856 0.005 -0.020 -0.034
H -1.662 3.002 -2.639 -0.006 0.037 0.025
H -2.013 3.783 -1.107 0.016 0.010 -0.023
C -7.859 -1.795 -3.419 -0.079 -0.023 -0.030
C -6.494 -1.350 -3.000 0.114 0.068 0.003
C -5.872 -1.916 -1.888 0.063 0.029 0.016
C -4.624 -1.486 -1.472 -0.041 -0.101 0.105
C -3.984 -0.480 -2.180 0.162 0.072 0.097
C -4.575 0.095 -3.292 -0.020 0.078 -0.153
C -5.823 -0.345 -3.697 -0.014 -0.040 0.041
S -2.421 0.102 -1.643 -0.893 -0.498 -0.753
O -2.584 1.132 -0.601 -0.797 0.202 -0.128
O -1.697 -1.038 -1.031 -0.398 -0.327 -0.329
O -1.689 0.633 -2.783 0.064 0.027 -0.160
H -8.018 -2.848 -3.194 -0.014 -0.018 0.000
H -8.017 -1.638 -4.484 -0.021 -0.002 -0.024
H -8.620 -1.225 -2.883 -0.014 0.000 -0.001
H -6.373 -2.705 -1.343 -0.010 -0.018 0.019
H -4.147 -1.933 -0.609 -0.005 -0.014 0.005
H -4.055 0.865 -3.844 0.004 0.021 -0.019
H -6.285 0.096 -4.571 -0.018 0.013 -0.020
F 1.841 1.122 0.306 1.310 0.196 0.211
Sb 3.343 1.760 1.493 -0.211 0.225 -0.211
F 2.132 3.119 2.066 0.174 -0.307 -0.178
F 2.538 0.589 2.749 0.193 0.262 -0.211
F 4.714 2.452 2.533 -0.133 -0.154 -0.049
F 4.379 0.346 0.807 -0.200 0.168 0.029
F 3.722 2.819 -0.051 -0.075 -0.207 0.344
```
Forces are in eV/Å.

Its expectation value of S² is 0.755. As for the charge: +2. The value obtained for the energy is -3374.604916 Ha. As for the spin multiplicity: 2. The relative energy (zero: lowest compared OMol25 entry of this formula, charge and spin) is 0.356 eV. For the HOMO-LUMO gap (spin up / spin down), the calculation gives 8.65 / 6.82 eV.

Results of the Mulliken charge analysis, in e, for atoms 1 through 4: number 1, Sr, carries 1.1175; number 2, C, carries -1.0939; number 3, P, carries 0.7652; number 4, C, carries -1.2275

[2]
Entry from the OMol25 dataset: 6 unconnected molecules or ions with the total composition C21H48ClN4O10P2S (wB97M-V/def2-TZVPD).

Structure (XYZ):
```
87
Properties=species:S:1:pos:R:3:forces:R:3
C 1.940 -0.231 2.680 -0.302 0.156 0.599
C 1.147 1.058 2.042 -0.755 -1.366 -0.743
N 1.927 2.355 2.071 0.464 -2.254 2.636
N 1.736 3.055 0.897 -0.950 4.406 -1.151
C 1.580 4.544 1.097 -0.657 -0.869 -1.434
N 0.188 5.096 0.716 3.340 -1.630 1.927
C -0.913 4.167 1.178 -2.226 -0.973 -2.363
Cl -0.947 3.844 3.006 0.691 0.760 -1.610
C -2.338 4.858 0.640 -0.374 -0.304 -0.019
C -3.550 4.784 1.742 -1.048 0.467 -0.701
N 2.604 5.369 1.584 -2.866 -1.214 -2.658
P 2.365 7.150 1.868 2.474 6.229 5.285
O 3.358 7.711 3.008 -3.752 -3.227 -5.068
O 2.786 7.975 0.394 -2.720 -3.591 2.234
O 0.754 7.530 2.471 2.968 -2.123 -1.714
P 4.241 4.761 1.978 6.118 -2.075 3.939
O 5.510 5.987 1.758 -3.112 -2.068 -0.402
O 4.770 3.393 1.044 -1.321 2.725 0.501
S 4.398 4.210 3.877 -1.019 0.673 -1.685
H 3.103 -0.076 2.607 -2.314 -0.322 0.048
H 1.604 -1.225 2.123 0.758 2.319 1.196
H 1.649 -0.332 3.830 0.753 0.211 -2.466
H 0.961 0.805 0.893 0.352 0.659 2.474
H 0.103 1.176 2.558 1.840 -0.220 -0.999
H 1.740 2.923 2.929 0.166 -0.701 -1.210
H 2.402 2.801 0.140 -0.071 0.650 0.911
H 0.142 5.298 -0.313 -0.121 -0.375 1.036
H -0.891 3.096 0.652 0.438 2.376 1.428
H -2.650 4.264 -0.347 0.696 1.300 2.371
H -2.147 5.971 0.320 -0.254 -2.089 0.835
H -3.331 5.371 2.740 -0.219 -1.406 -2.032
H -4.488 5.336 1.250 2.106 -1.254 0.978
H -3.927 3.672 1.934 1.123 2.477 -0.281
H 2.290 7.492 -0.330 0.704 1.027 0.551
H 0.488 6.896 3.203 0.598 0.783 -1.052
H 5.660 6.482 2.621 -0.931 -0.924 -1.069
H 5.035 2.613 1.624 -0.786 1.721 -0.241
C 0.673 3.985 -3.704 0.047 0.202 0.385
C -0.687 3.575 -3.207 -0.485 0.228 0.958
O -1.088 3.909 -2.094 0.661 -0.217 -0.951
C -1.538 2.740 -4.126 -0.369 0.020 0.427
H 1.175 4.584 -2.936 -0.080 -0.093 -0.153
H 1.278 3.098 -3.906 -0.061 0.101 -0.212
H 0.571 4.591 -4.609 0.101 -0.208 -0.043
H -1.032 1.797 -4.346 0.029 0.138 -0.194
H -1.739 3.289 -5.049 0.159 -0.165 -0.041
H -2.492 2.519 -3.635 0.221 0.081 -0.093
C -4.994 0.724 -0.622 0.414 0.202 -0.189
C -5.602 2.032 -0.190 0.598 1.281 -0.243
O -5.026 3.100 -0.390 -0.617 -1.289 0.179
C -6.941 1.982 0.495 0.002 0.521 0.044
H -4.028 0.914 -1.103 -0.202 -0.014 0.103
H -4.831 0.084 0.249 -0.185 -0.100 -0.118
H -5.651 0.228 -1.341 -0.014 -0.120 0.208
H -6.865 1.398 1.416 -0.123 -0.141 -0.151
H -7.685 1.542 -0.174 0.046 -0.157 0.173
H -7.256 2.999 0.750 0.088 -0.229 -0.074
C 0.595 -4.087 -1.233 0.369 0.354 0.065
C 0.209 -3.470 0.085 0.515 0.962 0.383
O 0.800 -2.486 0.527 -0.593 -0.941 -0.505
C -0.928 -4.104 0.841 0.103 0.355 0.350
H 1.430 -3.525 -1.665 -0.166 -0.107 0.112
H 0.912 -5.122 -1.080 -0.224 0.012 -0.176
H -0.250 -4.045 -1.925 0.007 -0.255 0.073
H -0.679 -5.140 1.086 -0.183 -0.003 -0.103
H -1.841 -4.063 0.241 0.074 -0.225 -0.025
H -1.096 -3.554 1.773 0.059 -0.146 -0.198
C 1.721 -8.054 2.138 0.074 0.397 0.309
C 0.216 -8.006 2.162 -0.745 1.007 0.835
O -0.385 -7.165 2.828 0.726 -0.944 -0.872
C -0.524 -9.026 1.339 -0.466 0.161 0.117
H 2.119 -7.259 2.777 -0.117 -0.178 -0.127
H 2.068 -9.017 2.520 0.037 0.002 -0.228
H 2.081 -7.896 1.118 0.026 -0.229 0.022
H -0.277 -10.033 1.686 0.103 0.028 -0.201
H -0.264 -8.912 0.284 0.124 -0.180 0.058
H -1.602 -8.871 1.453 0.251 -0.021 0.002
C 3.176 -6.967 -4.035 0.114 0.264 0.439
C 1.816 -7.377 -3.538 -0.473 0.368 1.286
O 1.415 -7.043 -2.424 0.463 -0.417 -1.257
C 0.965 -8.212 -4.456 -0.392 -0.021 0.351
H 3.678 -6.368 -3.267 -0.126 -0.142 -0.158
H 3.781 -7.854 -4.237 -0.062 0.097 -0.208
H 3.075 -6.361 -4.939 0.081 -0.218 -0.071
H 1.471 -9.155 -4.677 0.010 0.134 -0.196
H 0.764 -7.663 -5.379 0.157 -0.173 -0.055
H 0.011 -8.433 -3.966 0.227 0.060 -0.097
```
Forces are in eV/Å.

As for the charge: +1. The value obtained for the energy is -3341.094763 Ha. The relative energy (zero: lowest compared OMol25 entry of this formula, charge and spin) is 8.412 eV. For the HOMO-LUMO gap, the calculation gives 5.47 eV.

Results of the Mulliken charge analysis, in e, for atoms 1 through 4: number 1, C, carries -0.6546; number 2, C, carries -0.3295; number 3, N, carries -0.0368; number 4, N, carries 0.2106

[3]
Entry from the OMol25 dataset: 5 unconnected molecules or ions with the total composition H10O5 (wB97M-V/def2-TZVPD).

Structure (XYZ):
```
15
Properties=species:S:1:pos:R:3:forces:R:3
O -1.821 1.156 0.877 -0.240 0.089 -0.023
H -1.639 0.995 1.809 0.088 0.038 -0.004
H -2.733 1.466 0.846 -0.046 -0.143 0.038
O 2.408 -1.369 -2.268 0.093 -0.099 -0.085
H 1.525 -1.076 -2.513 -0.055 0.029 0.071
H 2.446 -1.151 -1.333 -0.024 0.087 0.024
O 0.749 -2.188 1.804 -0.081 -0.216 0.029
H 0.634 -3.131 1.649 0.000 -0.018 0.016
H 1.381 -2.130 2.527 0.051 0.081 -0.031
O -1.212 3.318 -1.142 -0.091 0.032 -0.008
H -0.324 3.029 -1.372 0.013 -0.016 -0.015
H -1.482 2.710 -0.444 0.232 -0.010 0.016
O 0.288 -0.404 -0.403 -0.070 -0.163 -0.138
H 0.374 -1.176 0.175 0.048 0.237 0.075
H -0.591 -0.050 -0.214 0.082 0.070 0.036
```
Forces are in eV/Å.

The SMILES is O.O.O.O.O. As for the charge: 0. The value obtained for the energy is -382.190854 Ha. The relative energy (zero: lowest compared OMol25 entry of this formula, charge and spin) is 0.907 eV. For the HOMO-LUMO gap, the calculation gives 10.94 eV.

Results of the Mulliken charge analysis, in e, for atoms 1 through 4: number 1, O, carries -0.6687; number 2, H, carries 0.2986; number 3, H, carries 0.3342; number 4, O, carries -0.6284